# 1
Density functional theory data (wB97M-V/def2-TZVPD) for a 2-piece molecular cluster, C6H11N3O overall in a non-equilibrium geometry.

Geometry as XYZ:
```
21
Properties=species:S:1:pos:R:3
H 0.457 0.115 -3.523
N 0.722 -0.286 -2.643
H 2.179 1.060 -1.481
C -0.979 2.014 1.722
C 1.322 0.407 -1.567
H -0.598 1.443 -0.244
H 0.438 0.243 1.662
C -0.064 -2.374 0.260
H 1.021 1.694 2.320
O -1.530 2.874 2.365
H -0.411 -2.127 -2.642
C 0.083 1.098 2.228
C 0.316 -1.338 -0.725
H -0.131 0.620 3.193
N 1.084 -0.253 -0.449
H -1.906 2.456 -0.096
H -0.317 -3.286 -0.292
N -1.307 1.798 0.381
H -1.063 -2.015 0.565
H 0.568 -2.773 1.044
C 0.114 -1.372 -2.076
```

Summary:
Gap between HOMO and LUMO in Eh: 0.35353
SMILES: Cc1c[nH]cn1.CC(N)=O
Multiplicity: 1
E_tot in eV: -12917.917
ΔE to the lowest compared entry with this formula, charge and spin in kJ/mol: 108.9
E_HOMO in eV: -8.98

# 2
Density functional theory data (wB97M-V/def2-TZVPD) for a 2-piece molecular cluster, C2H3BrO2 overall in a non-equilibrium geometry.

Geometry as XYZ:
```
8
Properties=species:S:1:pos:R:3
O 1.766 -2.460 -0.770
H -0.963 0.856 -1.096
C 0.062 0.570 0.468
O -0.216 1.239 -0.727
H 0.776 1.035 1.111
Br -1.314 0.078 1.459
H 0.102 -2.250 0.444
C 0.961 -1.828 -0.153
```

Summary:
Gap between HOMO and LUMO (spin up / spin down) in Eh: 0.30368 / 0.31574
Multiplicity: 1
E_tot in eV: -76255.850
ΔE to the lowest compared entry with this formula, charge and spin in kJ/mol: 427.2
E_HOMO (spin up / spin down) in eV: -8.07 / -8.33

# 3
Density functional theory data (wB97M-V/def2-TZVPD) for C20H24IIrNOP2 as an isolated structure in a non-equilibrium geometry.

Geometry as XYZ:
```
50
Properties=species:S:1:pos:R:3
I 2.493 0.987 0.599
H -3.344 -1.318 -0.525
Ir -0.068 -0.035 0.590
C -1.275 -3.035 -0.164
C -2.334 0.748 -2.558
H -1.523 3.031 -0.407
C 4.249 -1.364 -3.162
H 4.835 0.725 -3.288
C 1.937 -1.694 -2.561
C 0.821 -2.561 -2.046
C 1.404 -2.986 0.699
C -0.792 3.850 -4.118
H 5.174 -1.782 -3.546
C 3.172 -2.243 -2.906
C -0.545 0.100 2.379
H -0.954 -4.078 -0.058
H -1.744 -2.683 0.761
H -3.163 -0.444 1.045
H -2.814 3.086 -3.967
H -2.360 2.322 1.018
C -1.766 2.887 -3.782
C 1.006 2.312 -3.476
H -0.014 -2.432 -2.778
H 1.101 -2.813 1.734
C 2.419 1.932 -3.562
C 4.039 0.001 -3.127
N 0.331 -0.026 -3.418
C -0.002 1.286 -3.294
H 1.339 4.379 -3.916
H -4.289 0.183 -0.217
C -3.350 -0.344 -0.030
H 3.249 -3.333 -2.985
H -2.222 -0.253 -2.994
H 2.418 -2.611 0.540
H -1.950 -2.914 -1.017
C 0.547 3.643 -3.733
C 1.599 -0.338 -2.995
P 0.241 -2.095 -0.348
O -0.835 0.118 3.499
H 3.047 2.668 -2.990
H 1.347 -4.062 0.474
P -1.999 0.670 -0.640
C -2.331 2.366 -0.077
H 0.751 1.067 -0.120
C 2.707 0.551 -3.218
H -3.294 2.724 -0.463
H -3.345 1.105 -2.757
H 1.196 -3.595 -2.070
H -1.073 4.736 -4.698
C -1.366 1.706 -3.163
```

Summary:
Gap between HOMO and LUMO (spin up / spin down) in Eh: 0.24875 / 0.16983
Multiplicity: 6
Charge: +2
E_tot in eV: -54164.678
ΔE to the lowest compared entry with this formula, charge and spin in kJ/mol: 17.5
E_HOMO (spin up / spin down) in eV: -13.06 / -14.62
⟨S²⟩: 8.799

# 4
Density functional theory data (wB97M-V/def2-TZVPD) for one molecule with the formula C4H6N2O2 in a non-equilibrium geometry.

Geometry as XYZ:
```
14
Properties=species:S:1:pos:R:3
C 0.481 -1.004 -0.168
H 2.900 1.038 0.097
H -2.821 -0.630 0.098
H 2.829 -0.588 0.382
O 2.738 0.159 -0.310
C -0.694 0.886 0.152
H -1.334 2.632 0.467
C -0.826 -0.495 0.011
N 0.584 1.297 0.051
H -2.083 -1.992 -0.531
H 0.737 -2.005 -0.463
N -2.012 -1.236 0.139
O -1.731 1.767 0.318
C 1.231 0.170 -0.244
```

Summary:
Gap between HOMO and LUMO in Eh: 0.22114
Multiplicity: 1
E_tot in eV: -11316.851
ΔE to the lowest compared entry with this formula, charge and spin in kJ/mol: 404.4
E_HOMO in eV: -6.35

# 5
Density functional theory data (wB97M-V/def2-TZVPD) for one molecule with the formula C2H3NO2S in a non-equilibrium geometry.

Geometry as XYZ:
```
9
Properties=species:S:1:pos:R:3
C 0.229 -0.088 0.306
H 1.117 0.422 0.533
O -1.154 2.061 1.146
N -0.979 1.240 2.068
C -0.698 -0.050 1.561
H 0.352 -1.180 0.017
O -1.073 1.490 3.247
H -0.446 0.412 -0.578
S -1.368 -1.353 2.248
```

Summary:
Gap between HOMO and LUMO in Eh: 0.29614
SMILES: CC(=S)[N+](=O)[O-]
Multiplicity: 1
E_tot in eV: -18538.719
ΔE to the lowest compared entry with this formula, charge and spin in kJ/mol: 456.7
E_HOMO in eV: -9.85

# 6
Density functional theory data (wB97M-V/def2-TZVPD) for an isolated ion of composition C4H11N3 and charge +2 in a non-equilibrium geometry.

Geometry as XYZ:
```
18
Properties=species:S:1:pos:R:3
H 3.891 0.027 0.253
N -1.001 -0.126 0.316
H -2.936 -0.715 0.647
C -2.394 -0.089 -0.036
H -0.741 -1.532 -1.210
H -0.117 -1.975 0.688
H 3.514 -1.374 0.078
N 3.097 -0.520 -0.038
C 1.857 -0.123 -0.145
C -0.410 -1.340 -0.115
H 1.751 1.700 0.608
N 1.211 0.981 0.097
H -0.563 2.204 -0.095
H -1.008 0.017 1.401
C -0.159 1.107 -0.225
H -3.034 0.822 0.260
H -2.586 -0.058 -1.183
H -0.372 0.993 -1.301
```

Summary:
Gap between HOMO and LUMO (spin up / spin down) in Eh: 0.34674 / 0.31673
Multiplicity: 1
Charge: +2
E_tot in eV: -8774.014
ΔE to the lowest compared entry with this formula, charge and spin in kJ/mol: 492.8
E_HOMO (spin up / spin down) in eV: -19.40 / -19.02